Density functional theory data (ωB97M-V/def2-TZVPD) for a 31-piece molecular cluster, H62O31 overall in a non-equilibrium geometry.

Computed properties:
Relative energy (zero: lowest compared OMol25 entry of this formula, charge and spin) ... 300.4 kJ/mol
Multiplicity ... 1
LUMO ... -0.490 eV
Gap between HOMO and LUMO ... 9.04 eV

```
93
H62O31 | the Open Molecules 2025 dataset | ωB97M-V/def2-TZVPD
O -7.40727 2.70148 6.50264
H -8.31700 2.68953 6.80009
H -7.40965 3.28861 5.74666
O 1.66896 6.94067 11.37120
H 0.75179 6.78036 11.14907
H 1.81794 6.42404 12.16311
O -1.49060 3.08049 8.89011
H -0.75744 3.47839 9.35956
H -2.16216 2.95056 9.55972
O -5.18078 1.10401 6.54631
H -5.82586 1.77556 6.32467
H -5.50955 0.71336 7.35597
O 0.06600 8.04823 3.56541
H 0.12584 8.97222 3.32271
H 0.21970 8.03781 4.51013
O -7.06249 6.64013 6.55897
H -6.45651 6.52714 5.82667
H -6.62455 7.26309 7.13894
O -1.08997 6.14729 10.41602
H -1.91903 5.82444 10.76908
H -0.44531 5.49008 10.67821
O -1.62483 11.18173 6.41365
H -1.80090 12.07284 6.11172
H -2.36306 10.97190 6.98568
O -5.12723 6.37248 3.99498
H -4.30285 5.88627 4.00991
H -4.86570 7.28449 3.86820
O -7.73339 5.49758 11.11742
H -8.61964 5.13820 11.15789
H -7.55398 5.58897 10.18164
O -4.59088 9.12531 4.82424
H -3.83302 8.82161 4.32458
H -4.24392 9.31241 5.69651
O -4.07484 10.45640 7.47844
H -4.75193 9.79641 7.62741
H -4.53935 11.29193 7.52686
O -2.47710 7.87502 8.85695
H -1.78028 8.52040 8.73797
H -2.16241 7.30929 9.56203
O -7.43109 4.24883 3.99847
H -6.93422 3.88903 3.26369
H -6.84954 4.90454 4.38326
O -3.88490 6.15543 11.29705
H -4.24259 5.55935 10.63904
H -4.01738 5.70157 12.12932
O -2.61703 1.29864 7.09621
H -3.55837 1.26373 6.92625
H -2.44979 2.21057 7.33422
O -4.12313 1.30823 10.03207
H -5.01741 1.07320 10.27955
H -3.64743 0.47760 10.03398
O -2.72675 7.99685 3.09838
H -2.74696 7.93009 2.14373
H -1.80715 8.15983 3.30815
O -5.17343 7.41697 8.34277
H -4.24017 7.61891 8.27577
H -5.45585 7.85165 9.14746
O -0.50857 3.14507 4.56192
H 0.11281 3.82949 4.31353
H 0.01005 2.34056 4.56738
O -7.25008 4.70783 8.59178
H -7.30464 5.45296 7.99343
H -6.92290 3.98911 8.05083
O -5.66400 8.18744 10.80151
H -5.00605 7.50997 10.95761
H -6.44651 7.87049 11.25257
O 0.15198 5.21240 6.82414
H 0.23663 5.15418 5.87247
H -0.79029 5.16200 6.98479
O 1.28470 7.66930 5.92855
H 1.36471 7.08570 6.68302
H 2.14717 7.64530 5.51406
O -4.55431 3.83656 9.05315
H -4.53723 2.90521 9.27345
H -5.47640 4.08325 9.12483
O 2.60012 3.86449 8.08738
H 2.13106 4.57979 7.65777
H 3.34457 4.28813 8.51464
O -2.76566 5.51282 7.28412
H -3.53543 5.28227 7.80425
H -2.27050 6.11321 7.84141
O -2.87038 4.61005 4.54172
H -2.81190 5.12659 5.34547
H -2.28207 3.86949 4.68904
O 0.70540 4.16428 10.80491
H 1.65150 4.30520 10.76934
H 0.59038 3.47026 11.45402
O 2.83661 6.53130 8.46529
H 2.48526 6.31716 9.32954
H 3.78265 6.41714 8.55580
O -2.94505 9.48116 11.40911
H -2.36759 9.07867 12.05777
H -3.81408 9.13667 11.61486
```

Mulliken atomic charge list, values in e, 8 entries: -0.740, 0.284, 0.378, -0.607, 0.233, 0.327, -0.355, 0.133


Density functional theory data (ωB97M-V/def2-TZVPD) for C26H42BrDyN2O6P as an isolated structure in a non-equilibrium geometry.

Computed properties:
Relative energy (zero: lowest compared OMol25 entry of this formula, charge and spin) ... 0.0 kJ/mol
Total charge ... +1
Multiplicity ... 6
LUMO (spin up / spin down) ... -2.789 / -2.790 eV
<S²> ... 9.338
Gap between HOMO and LUMO (spin up / spin down) ... 6.95 / 6.95 eV

```
79
C26H42BrDyN2O6P | the Open Molecules 2025 dataset | ωB97M-V/def2-TZVPD
Dy -0.07675 -0.83689 1.93830
O -2.82539 2.65898 3.61181
C -1.94151 1.65255 3.45021
O -0.90437 1.62469 2.71723
C -2.37464 0.37597 4.14938
O -1.80013 -0.79867 3.54742
C -2.36414 -2.17492 3.74658
C -1.71934 -3.17263 2.79097
O -1.98791 -4.35493 2.82208
O -0.83216 -2.69743 1.92355
H -2.33169 3.50586 3.43209
H -3.47001 0.30272 4.21473
H -1.99504 0.53305 5.18598
H -3.44001 -2.12871 3.53514
H -2.21625 -2.54736 4.73423
C 0.66042 1.22374 -5.70086
C 1.72895 1.51798 -4.64646
C 2.06919 3.03353 -4.80161
C 3.00545 0.63914 -4.84684
C 1.22939 1.25757 -3.24272
C 1.83636 0.42755 -2.31638
C 1.24599 0.17293 -1.12343
Br 2.26516 -0.96802 0.11580
C -0.09004 0.56698 -0.89030
O -0.79397 0.10134 0.09996
C -0.66610 1.59784 -1.74062
C 0.08911 1.93030 -2.84840
C -2.02656 2.23940 -1.50914
C -1.80346 3.78302 -1.26235
C -2.78061 1.81859 -0.22448
C -3.03255 2.01437 -2.66365
H 1.02046 1.39816 -6.73871
H -0.26155 1.80321 -5.52472
H 0.39837 0.18540 -5.71219
H 2.63695 3.19359 -5.76820
H 2.80006 3.28499 -4.01308
H 1.24373 3.72852 -4.72871
H 3.52271 0.72957 -5.81501
H 2.76853 -0.46790 -4.84616
H 3.76517 0.84319 -4.06803
H 2.72054 -0.09153 -2.60386
H -0.27627 2.67371 -3.55653
H -1.31194 3.93795 -0.27746
H -2.79533 4.24702 -1.20235
H -1.21889 4.25978 -2.04121
H -2.28274 2.01405 0.74511
H -2.98515 0.76084 -0.26036
H -3.71301 2.45077 -0.21849
H -2.72799 2.40261 -3.63718
H -3.94080 2.52613 -2.38149
H -3.24041 0.93034 -2.73396
C 3.34500 1.56918 5.99384
C 2.77745 0.45205 5.21613
C 2.91850 -0.90394 5.43311
C 2.24682 -1.56788 4.39309
N 1.57198 -0.63358 3.64492
N 1.97097 0.60314 4.12307
C 2.15620 -3.01791 4.09293
H 4.04390 1.12667 6.71401
H 2.57549 2.15095 6.53736
H 3.99103 2.25026 5.36703
H 3.45976 -1.40440 6.23636
H 1.67290 1.49225 3.67141
H 2.88417 -3.61897 4.60512
H 2.33995 -3.16524 3.00355
H 1.12953 -3.36246 4.25241
C 0.96623 -3.19937 -2.20671
P -0.48650 -3.01215 -1.01637
C -0.88970 -4.76022 -0.59141
C -1.82874 -2.57918 -2.19743
H 0.89172 -4.14330 -2.75006
H 1.89620 -3.15475 -1.69765
H 0.87117 -2.37444 -2.89981
H -1.06614 -5.29174 -1.52740
H -1.77900 -4.86142 0.05854
H -0.03182 -5.22464 -0.08088
H -1.96781 -3.34580 -2.98753
H -1.66189 -1.57040 -2.58636
H -2.77723 -2.56165 -1.61691
```

Mulliken atomic charge list, values in e, 8 entries: 0.135, -0.442, 0.294, -0.404, -0.426, -0.051, -0.316, 0.167


Density functional theory data (ωB97M-V/def2-TZVPD) for one molecule with the formula C19H20N4.

Computed properties:
Relative energy (zero: lowest compared OMol25 entry of this formula, charge and spin) ... 55.7 kJ/mol
Multiplicity ... 1
LUMO ... 0.726 eV
Gap between HOMO and LUMO ... 9.05 eV

```
43
C19H20N4 | the Open Molecules 2025 dataset | ωB97M-V/def2-TZVPD
C -6.75114 -1.28044 -0.49381
C -6.08555 -0.11879 0.23507
C -4.58737 -0.05006 0.09762
C -3.80962 -1.14334 -0.25790
C -2.43346 -1.03239 -0.35644
C -1.79772 0.17186 -0.09624
C -0.29595 0.27695 -0.16432
C 0.30956 0.15574 1.24498
C 1.83924 0.17637 1.16813
C 2.47320 -1.05410 0.53353
C 1.81614 -2.27254 0.42295
C 2.44728 -3.36134 -0.15573
C 3.74202 -3.25079 -0.62912
C 4.40906 -2.04350 -0.51060
C 3.78124 -0.95662 0.06922
N 2.17484 1.36178 0.41938
N 3.34848 2.03158 0.48265
C 3.19098 2.99977 -0.38224
N 1.99385 3.01525 -1.00710
C 1.37551 1.97366 -0.48058
N 0.09897 1.56970 -0.69075
C -2.56948 1.26859 0.26621
C -3.94255 1.15640 0.35584
H -7.83258 -1.17886 -0.43647
H -6.48100 -2.23387 -0.04652
H -6.46274 -1.29011 -1.54259
H -6.32854 -0.18041 1.30131
H -6.50615 0.82090 -0.13270
H -4.27085 -2.09546 -0.46687
H -1.84797 -1.89506 -0.64310
H 0.09735 -0.54147 -0.79143
H -0.04702 -0.74770 1.73518
H -0.02706 1.01232 1.83307
H 2.26379 0.29189 2.17548
H 0.80851 -2.39521 0.78938
H 1.92009 -4.30106 -0.23453
H 4.22936 -4.10116 -1.08237
H 5.42342 -1.94680 -0.86801
H 4.30593 -0.01731 0.16557
H 3.95162 3.72677 -0.57900
H -0.32985 1.88302 -1.54668
H -2.08717 2.21310 0.46900
H -4.52947 2.02040 0.63395
```

natural (NBO) atomic charge list, values in e, 8 entries: -0.605, -0.417, -0.014, -0.225, -0.154, -0.059, -0.057, -0.404


Density functional theory data (ωB97M-V/def2-TZVPD) for a 13-piece molecular cluster, C29H55Cl24F3N3O6S overall in a non-equilibrium geometry.

Computed properties:
Total charge ... +1
Multiplicity ... 1
LUMO ... -2.882 eV
Gap between HOMO and LUMO ... 8.71 eV

```
121
C29H55Cl24F3N3O6S | the Open Molecules 2025 dataset | ωB97M-V/def2-TZVPD
C -0.27796 5.59445 4.16931
C 0.69129 5.79639 2.87768
C 1.65235 4.53546 2.57537
C 0.84225 3.23864 1.97654
N 0.40901 3.62422 0.59757
C -0.49154 2.57068 -0.02592
O -0.68999 1.40454 0.83112
C -1.33389 0.33340 0.07978
C -1.57434 -0.88803 1.14223
C -0.28407 -1.20983 2.05415
C 1.09000 -1.43437 1.24086
C 2.32077 -0.92396 2.19850
O 2.38409 -1.71303 3.42507
C -2.71093 0.87754 -0.55128
C -3.68139 -0.27721 -1.16128
C -5.20653 0.32544 -1.02617
C -6.07879 -0.45688 0.10815
S -7.21787 0.73597 1.02841
O -8.01665 1.56564 0.04291
O -6.44496 1.66784 1.93797
O -8.33442 -0.07739 2.00325
N -2.54033 2.07800 -1.48303
C -2.08414 1.76239 -2.85050
F -1.33007 0.55557 -3.00807
F -1.37046 2.76155 -3.57200
F -3.29327 1.54995 -3.64224
C -1.80220 3.16585 -0.72758
N -2.81434 3.85045 0.11565
C -2.64995 3.76705 1.39698
O -2.57968 3.50139 2.62921
H -0.01748 6.32163 5.04186
H -1.37674 5.86445 3.88600
H -0.27388 4.49427 4.49104
H 1.34119 6.73530 3.11622
H 0.01319 6.09763 1.99940
H 2.48537 4.74992 1.80631
H 2.17601 4.27638 3.58458
H -0.02407 3.05600 2.72019
H 1.50005 2.28766 2.01833
H -0.13561 4.50218 0.59283
H 0.16560 2.16193 -0.90810
H -0.56577 -0.06336 -0.67674
H -1.74702 -1.82879 0.47599
H -2.53802 -0.74267 1.75084
H -0.49809 -2.20835 2.61645
H -0.09071 -0.41157 2.86994
H 1.19134 -0.82722 0.26973
H 1.29172 -2.54473 0.94991
H 3.34013 -0.99244 1.63721
H 2.13051 0.20999 2.40514
H 1.75162 -1.26051 4.03683
H -3.31722 1.29657 0.35523
H -3.68478 -1.25071 -0.55606
H -3.45838 -0.55266 -2.25163
H -5.20191 1.44067 -0.68326
H -5.73218 0.33182 -2.05894
H -6.77296 -1.22296 -0.38950
H -5.41101 -0.91688 0.93486
H -7.86655 -0.36700 2.82932
H -3.52270 2.45356 -1.57892
H -1.40739 4.01764 -1.42153
C 0.74949 6.57075 -2.24379
Cl -0.03656 5.13364 -2.91376
Cl 0.27166 6.83569 -0.56369
H 1.83035 6.43632 -2.28820
H 0.46085 7.43957 -2.83501
C -2.29571 -0.94036 -5.78786
Cl -2.71027 -0.89385 -7.50500
Cl -2.92808 -2.40115 -5.01843
H -1.21064 -0.92689 -5.68485
H -2.72363 -0.06736 -5.29684
C -1.31249 -0.60087 5.68820
Cl -0.76045 -2.27316 5.83161
Cl -0.04718 0.43546 5.01619
H -2.18249 -0.56856 5.03219
H -1.58256 -0.23196 6.67773
C -0.50546 -5.38266 1.65805
Cl 0.10860 -5.30468 3.31106
Cl -1.73995 -4.14652 1.37944
H 0.31994 -5.22161 0.96460
H -0.94341 -6.36600 1.48809
C 6.03096 0.06205 -0.38232
Cl 4.28205 -0.08413 -0.16243
Cl 6.89326 -1.14368 0.57855
H 6.26970 -0.08581 -1.43544
H 6.34571 1.05745 -0.06918
C 0.42879 -5.74546 7.70474
Cl -1.30573 -5.41901 7.80440
Cl 0.98970 -5.70142 6.03019
H 0.96567 -4.98954 8.27753
H 0.62754 -6.73316 8.12013
C 3.26838 3.23313 -3.01922
Cl 2.25175 2.03258 -2.21223
Cl 4.19802 4.17326 -1.84665
H 3.95791 2.72019 -3.68942
H 2.63220 3.90885 -3.59075
C -2.73182 -4.29276 -8.63288
Cl -3.66568 -5.39693 -7.61662
Cl -1.06861 -4.85906 -8.83043
H -3.20333 -4.22915 -9.61346
H -2.71684 -3.30814 -8.16573
C 2.91793 -4.37055 -9.46993
Cl 3.00532 -4.11443 -11.21629
Cl 4.25646 -3.56675 -8.63962
H 1.97660 -3.96554 -9.09873
H 2.96508 -5.44006 -9.26571
C 6.93723 -3.79120 3.60123
Cl 5.20434 -3.45584 3.69844
Cl 7.50010 -3.76052 1.92549
H 7.47692 -3.03410 4.16979
H 7.13193 -4.77733 4.02233
C -0.52703 2.92409 8.22539
Cl -0.94562 3.00201 6.50926
Cl -1.14205 1.44123 8.96597
H 0.55785 2.94697 8.32658
H -0.96341 3.78235 8.73584
C 7.07842 -5.97927 -8.14028
Cl 7.66521 -5.98596 -9.80767
Cl 8.41927 -6.07709 -6.99233
H 6.52582 -5.05611 -7.96223
H 6.42169 -6.83638 -7.99219
```

Mulliken atomic charge list, values in e, 8 entries: -0.405, 0.017, -0.769, 0.708, 0.367, 0.225, 0.520, -0.402


Density functional theory data (ωB97M-V/def2-TZVPD) for C4H10N4 as an isolated structure in a non-equilibrium geometry.

Computed properties:
Relative energy (zero: lowest compared OMol25 entry of this formula, charge and spin) ... 770.7 kJ/mol
Multiplicity ... 1
LUMO ... 0.197 eV
Gap between HOMO and LUMO ... 8.08 eV

```
18
C4H10N4 | the Open Molecules 2025 dataset | ωB97M-V/def2-TZVPD
C -0.05807 1.29135 0.01254
C 0.12810 -0.14088 -0.42168
C -1.00391 -1.13645 -0.56676
C 3.10551 -0.09881 0.43802
H -1.76836 2.50525 0.17151
H -2.30331 0.54174 -0.29659
H 0.72816 1.90762 -0.61182
H 0.36490 1.31270 0.94337
H -0.36830 -2.30269 -0.16842
H -1.43653 -1.28872 -1.72358
H -2.73808 -1.66251 0.08760
H -1.64603 -0.62695 1.61387
H 2.73477 -1.00982 1.09042
H 4.07267 0.28645 0.68350
N -1.41230 1.63850 -0.44071
N -2.17373 -0.76705 0.45158
N 1.27876 -0.64169 -0.66570
N 2.49575 0.19197 -0.59715
```

natural (NBO) atomic charge list, values in e, 8 entries: -0.310, 0.225, -0.279, -0.092, 0.347, 0.444, 0.209, 0.187


Number 5 is which compound?
C4H10N4